1.
9
Properties=species:S:1:pos:R:3:forces:R:3:nbo_charge:R:1 method="wB97M-V/def2-TZVPD" e_tot_ha=-320.43712 lumo_energy_ha=-0.27535 max_force_ev_per_a=4.78 de_lowest_kj_mol=436.0 charge=+1 orbital_gap_ev=8.818
C 0.8214 -0.1827 0.9883 -1.7 -1.4 -0.2 -0.19
N 1.1646 0.9185 1.2508 0.0 4.4 0.6 0.44
O 1.2807 2.0404 1.4253 0.5 -0.5 0.3 0.00
O -1.3297 -0.6024 -0.5534 3.2 -3.5 0.0 -0.44
O -0.4379 -0.2070 -1.5836 0.4 1.0 0.5 -0.45
H -0.2289 -0.3733 0.7376 -1.0 0.1 0.0 0.35
H -0.6953 -0.6433 -2.4042 -0.6 -0.5 0.1 0.49
H 1.4626 -0.9033 0.6958 2.5 -2.5 -0.6 0.30
H -2.0374 -0.0468 -0.5566 -3.4 3.0 -0.6 0.48


2.
61
Properties=species:S:1:pos:R:3:forces:R:3:nbo_charge:R:1 method="wB97M-V/def2-TZVPD" e_tot_ha=-1843.40790 lumo_energy_ha=0.07609 max_force_ev_per_a=0.57 charge=-1 orbital_gap_ev=4.650
C 9.6816 -0.3470 -1.2116 0.1 -0.2 0.2 -0.63
C 9.1383 -1.7566 -1.0194 0.1 0.2 -0.5 -0.17
Cl 9.1751 -2.1663 0.7282 0.0 -0.1 0.2 -0.12
C 7.7528 -2.0244 -1.6646 0.0 0.3 0.1 -0.50
C 6.4335 -1.7962 -0.9656 -0.1 -0.3 -0.1 -0.68
I 6.1597 0.3917 -0.6414 -0.1 0.2 0.1 -0.24
H 10.7326 -0.3130 -0.9189 0.0 0.0 0.0 0.19
H 9.1313 0.3736 -0.6139 -0.1 0.1 -0.1 0.24
H 9.6037 -0.0858 -2.2672 0.0 0.1 0.0 0.20
H 9.8550 -2.4465 -1.4702 0.0 -0.1 0.1 0.18
H 7.7524 -1.4415 -2.5922 0.1 -0.1 -0.1 0.20
H 7.7449 -3.0801 -1.9600 0.0 -0.1 0.1 0.20
H 6.5236 -2.1336 0.0734 0.0 0.1 0.1 0.14
C 3.2824 -3.1941 -1.7980 0.0 -0.1 -0.2 -0.21
C 2.8919 -2.1858 -0.9304 0.0 0.1 0.1 -0.19
C 1.5493 -2.0197 -0.6202 -0.1 0.0 0.0 -0.25
C 0.5910 -2.8630 -1.1702 0.0 0.0 0.0 -0.17
C 0.9814 -3.8764 -2.0350 0.0 0.0 0.0 -0.26
C 2.3262 -4.0390 -2.3486 0.0 0.0 0.0 -0.23
H 4.3347 -3.2878 -2.0384 0.0 0.1 0.1 0.26
H 3.6424 -1.5314 -0.5054 0.1 0.0 -0.1 0.25
H 1.2443 -1.2240 0.0495 0.0 0.0 0.0 0.20
H -0.4574 -2.7281 -0.9289 0.0 0.0 0.0 0.19
H 0.2376 -4.5355 -2.4677 0.0 0.0 0.0 0.20
H 2.6294 -4.8251 -3.0303 0.0 0.0 0.0 0.20
C -1.9969 1.0403 2.1975 0.0 0.0 0.0 -0.25
C -1.7892 2.0555 1.2740 0.0 0.0 0.0 -0.18
C -0.5061 2.3271 0.8175 0.0 0.0 0.0 -0.23
C 0.5685 1.5798 1.2795 0.0 0.0 0.0 -0.21
C 0.3591 0.5660 2.2044 0.0 0.0 0.0 -0.21
C -0.9219 0.2973 2.6653 0.0 0.0 0.0 -0.21
H -2.9993 0.8191 2.5435 0.0 0.0 0.0 0.21
H -2.6306 2.6283 0.9023 0.0 0.0 0.0 0.20
H -0.3439 3.1142 0.0922 0.0 0.0 0.0 0.21
H 1.5669 1.7769 0.9108 0.0 0.0 0.0 0.23
H 1.1963 -0.0252 2.5524 0.0 0.0 0.0 0.22
H -1.0844 -0.5010 3.3784 0.0 0.0 0.0 0.21
C -7.0415 5.0561 1.2944 0.0 0.0 0.0 -0.21
C -6.4309 5.9139 0.3901 0.0 0.0 0.0 -0.21
C -5.0471 6.0143 0.3542 0.0 0.0 0.0 -0.22
C -4.2740 5.2561 1.2224 0.0 0.0 0.0 -0.20
C -4.8843 4.3980 2.1261 0.0 0.0 0.0 -0.22
C -6.2681 4.2983 2.1627 0.0 0.0 0.0 -0.21
H -8.1207 4.9765 1.3210 0.0 0.0 0.0 0.21
H -7.0339 6.5026 -0.2893 0.0 0.0 0.0 0.21
H -4.5705 6.6825 -0.3514 0.0 0.0 0.0 0.21
H -3.1944 5.3310 1.1935 0.0 0.0 0.0 0.22
H -4.2792 3.8041 2.7995 0.0 0.0 0.0 0.22
H -6.7437 3.6279 2.8671 0.0 0.0 0.0 0.21
C -5.6620 -1.3077 -0.9934 0.0 0.0 0.0 -0.22
C -4.4768 -0.7000 -0.6030 0.0 0.0 0.0 -0.22
C -3.5219 -1.4246 0.0964 0.0 0.0 0.0 -0.16
C -3.7510 -2.7589 0.4022 0.0 0.0 0.0 -0.22
C -4.9353 -3.3678 0.0101 0.0 0.0 0.0 -0.22
C -5.8914 -2.6421 -0.6868 0.0 0.0 0.0 -0.22
H -6.4062 -0.7421 -1.5398 0.0 0.0 0.0 0.21
H -4.2944 0.3397 -0.8439 0.0 0.0 0.0 0.21
H -2.5992 -0.9493 0.4018 0.0 0.0 0.0 0.21
H -3.0031 -3.3245 0.9434 0.0 0.0 0.0 0.21
H -5.1118 -4.4098 0.2453 0.0 0.0 0.0 0.21
H -6.8149 -3.1171 -0.9931 0.0 0.0 0.0 0.21


3.
9
Properties=species:S:1:pos:R:3:forces:R:3:nbo_charge:R:1 method="wB97M-V/def2-TZVPD" e_tot_ha=-1381.39885 lumo_energy_ha=-0.01326 max_force_ev_per_a=3.51 de_lowest_kj_mol=222.4 orbital_gap_ev=8.432 smiles="S=C=NNC(=S)S"
C -2.2102 -0.1623 -0.0561 -1.1 0.9 -0.8 0.22
C 1.4958 -0.0671 -0.0608 -2.2 -0.7 -1.2 -0.16
N -1.0466 0.0898 -0.0074 2.5 0.1 0.4 -0.29
N 0.1629 -0.5409 0.0560 1.1 -3.2 1.0 -0.44
S -3.7557 -0.0264 -0.3617 0.3 -0.6 0.4 0.03
S 2.7057 -1.1191 -0.3139 0.1 -0.4 0.3 -0.04
S 1.6830 1.6132 -0.2932 -1.0 1.1 1.7 0.13
H 0.7681 1.8147 0.7568 0.7 0.5 -1.2 0.14
H 0.1969 -1.6020 0.2802 -0.5 2.3 -0.6 0.41


4.
116
Properties=species:S:1:pos:R:3:forces:R:3:lowdin_spin:R:1 method="wB97M-V/def2-TZVPD" e_tot_ha=-4007.59986 lumo_energy_ha="-0.04478 / -0.07687" max_force_ev_per_a=0.30 orbital_gap_ev="5.634 / 5.172" spin_multiplicity=2
Tl 0.1925 0.0472 0.2473 0.2 0.2 0.0 0.00
C 5.8575 -6.0085 4.8995 0.0 0.0 0.0 0.00
O 4.5700 -6.4015 4.4573 -0.1 0.0 0.0 0.00
C 3.8833 -5.5380 3.6687 0.0 0.0 0.0 0.00
C 2.5731 -5.9031 3.3605 0.0 0.0 0.0 0.00
C 1.7929 -5.0825 2.5743 0.0 0.0 0.0 0.00
C 2.2939 -3.8790 2.0681 0.0 0.1 0.1 0.00
C 3.6147 -3.5466 2.3562 0.0 0.0 0.0 0.00
C 4.4108 -4.3581 3.1521 0.0 0.0 0.0 0.00
C 1.4569 -2.9546 1.2746 0.1 0.1 0.0 -0.01
C 0.1904 -2.6301 1.7318 0.0 -0.1 -0.1 0.06
C -0.4633 -2.9954 2.9562 0.0 0.0 0.0 0.03
C -1.7450 -2.5427 2.8758 0.0 0.0 0.0 0.05
C -1.8930 -1.8738 1.6014 0.0 -0.1 -0.2 0.06
N -0.7218 -1.9158 0.9575 -0.2 0.0 0.0 -0.01
C -3.0734 -1.2371 1.0136 0.1 0.0 0.1 0.00
C -2.9734 -0.0522 0.3239 0.0 0.2 0.2 0.03
C -4.1016 0.8578 -0.0064 0.0 0.0 -0.1 0.00
C -3.6081 2.0464 -0.3373 0.0 0.0 -0.1 0.02
C -2.1085 1.9995 -0.1923 -0.1 0.0 0.0 0.02
C -1.3066 2.7532 -1.2333 0.1 0.0 -0.1 0.18
C -1.6533 4.1868 -1.4017 -0.1 0.0 -0.2 0.02
C -1.1493 5.1347 -0.5219 0.0 0.0 0.0 0.01
C -1.4323 6.4835 -0.6939 0.0 0.0 0.0 0.00
C -2.2358 6.8932 -1.7531 0.1 0.0 0.0 0.00
O -2.5669 8.1882 -2.0047 -0.1 0.0 0.0 0.00
C -2.2385 9.1498 -1.0181 0.1 0.0 0.0 0.00
C -2.7358 5.9506 -2.6484 0.0 0.0 0.0 0.00
C -2.4417 4.6127 -2.4703 -0.1 0.0 0.0 0.01
C -0.2889 2.2397 -1.9735 0.0 0.0 0.0 -0.02
N 0.3003 0.9939 -1.7907 0.0 -0.1 0.0 0.12
C 1.2576 0.8357 -2.7020 0.1 0.1 0.0 0.02
C 2.1508 -0.2676 -2.7756 0.0 0.0 0.0 0.19
C 2.9631 -0.3844 -4.0134 0.0 0.1 0.0 0.02
C 4.3592 -0.3469 -3.9920 0.0 0.0 0.0 0.01
C 5.0904 -0.4792 -5.1545 0.0 0.0 0.0 0.00
C 4.4401 -0.6601 -6.3747 0.0 0.0 0.0 0.01
O 5.2430 -0.7967 -7.4627 0.0 0.1 0.0 0.00
C 4.6179 -0.9105 -8.7275 0.0 0.0 0.0 0.00
C 3.0507 -0.6926 -6.4173 0.0 0.0 0.0 0.00
C 2.3293 -0.5471 -5.2384 0.0 0.0 0.0 0.01
C 2.3080 -1.2675 -1.7936 0.0 0.1 0.0 -0.02
C 3.2291 -2.3650 -1.8444 -0.1 0.0 0.0 0.07
C 3.0735 -3.0826 -0.6906 0.0 0.0 0.0 -0.02
C 2.0355 -2.4559 0.0597 -0.1 -0.1 -0.1 0.09
N 1.6037 -1.3686 -0.6271 0.0 0.1 0.1 0.03
C 1.3029 2.0177 -3.5621 0.0 0.0 0.0 -0.03
C 0.3892 2.8859 -3.0935 0.0 0.0 0.1 0.00
N -1.8382 0.6180 -0.0330 0.1 -0.2 0.2 0.02
C -4.4042 -1.9015 1.0796 0.0 -0.1 0.0 0.00
C -4.9207 -2.5514 2.2066 0.0 0.1 0.0 0.00
C -6.1532 -3.1712 2.1898 0.0 0.0 0.0 0.00
C -6.9284 -3.1735 1.0339 0.0 0.0 0.0 0.00
O -8.1302 -3.8078 1.1154 0.0 0.0 0.0 0.00
C -8.9518 -3.7889 -0.0352 0.0 0.0 0.0 0.00
C -6.4351 -2.5575 -0.1075 0.0 0.0 0.0 0.00
C -5.1862 -1.9480 -0.0718 0.0 -0.1 -0.1 0.00
H 6.1756 -6.7645 5.6113 0.0 0.0 0.0 0.00
H 5.8253 -5.0348 5.3934 0.0 0.0 0.0 0.00
H 6.5677 -5.9731 4.0697 0.0 0.0 0.0 0.00
H 2.1928 -6.8402 3.7436 0.0 0.0 0.0 0.00
H 0.7877 -5.3885 2.3147 0.0 0.0 0.0 0.00
H 4.0240 -2.6290 1.9518 0.0 0.0 0.0 0.00
H 5.4311 -4.0685 3.3532 0.0 0.0 0.0 0.00
H -0.0059 -3.4962 3.7936 0.0 -0.1 0.0 0.00
H -2.4779 -2.6054 3.6578 -0.1 -0.1 0.0 0.00
H -5.1428 0.5996 0.0913 0.0 0.0 0.0 0.00
H -4.1446 2.9509 -0.5749 0.0 0.0 0.1 0.00
H -0.4971 4.8279 0.2854 0.0 0.0 0.0 0.00
H -0.9969 7.1989 -0.0125 0.0 0.0 0.0 0.00
H -2.7351 10.0696 -1.3140 0.0 0.0 0.0 0.00
H -1.1599 9.3204 -0.9734 0.0 0.0 0.0 0.00
H -2.5970 8.8428 -0.0329 0.0 0.0 0.0 0.00
H -3.3428 6.2865 -3.4781 0.0 0.0 0.0 0.00
H -2.8343 3.8823 -3.1682 0.0 0.0 0.0 0.00
H 4.8717 -0.1894 -3.0512 0.0 0.0 0.0 0.00
H 6.1711 -0.4398 -5.1442 0.0 0.0 0.0 0.00
H 5.4192 -0.9263 -9.4607 0.0 0.0 0.0 0.00
H 3.9635 -0.0580 -8.9253 0.0 0.0 0.0 0.00
H 4.0408 -1.8360 -8.8022 0.0 0.0 0.0 0.00
H 2.5214 -0.8404 -7.3467 0.0 0.0 0.0 0.00
H 1.2469 -0.5792 -5.2747 0.0 0.0 0.0 0.00
H 3.8922 -2.5866 -2.6625 0.0 0.0 0.0 0.00
H 3.5836 -3.9890 -0.4108 0.0 0.0 0.0 0.00
H 1.9808 2.1535 -4.3876 0.0 0.0 0.0 0.00
H 0.1692 3.8770 -3.4530 0.0 0.0 0.0 0.00
H -4.3750 -2.5600 3.1347 0.1 0.0 0.1 0.00
H -6.5409 -3.6584 3.0745 0.0 0.0 0.0 0.00
H -9.8641 -4.3134 0.2349 0.0 0.0 0.0 0.00
H -8.4752 -4.3037 -0.8736 0.0 0.0 0.0 0.00
H -9.1966 -2.7655 -0.3316 0.0 0.0 0.0 0.00
H -6.9917 -2.5595 -1.0330 0.0 0.0 0.0 0.00
H -4.7970 -1.5267 -0.9909 0.0 0.0 0.0 0.00
O 2.9285 -0.0930 3.9395 0.0 0.1 -0.1 0.00
C 1.9682 0.1127 3.0483 -0.1 0.1 0.1 0.00
O 2.1178 -0.0815 1.8644 -0.1 -0.1 0.0 0.00
C 0.7099 0.6608 3.6433 0.1 0.0 0.0 0.00
C 0.5802 0.8464 5.0100 0.0 0.0 0.0 0.00
C -0.5719 1.4560 5.4788 0.0 0.0 0.0 0.00
C -1.5085 1.8944 4.5623 0.0 0.0 0.0 0.00
C -1.2684 1.6964 3.2074 0.0 0.0 0.0 0.00
N -0.1995 1.0523 2.7548 0.0 0.0 0.0 0.00
C -2.2553 2.2823 2.2222 -0.1 -0.2 0.1 0.00
O -3.4137 2.4103 2.5085 0.1 0.1 0.1 0.00
O -1.6844 2.6774 1.0796 0.1 0.1 0.0 0.02
H 3.7534 -0.2191 3.4447 0.0 -0.1 0.0 0.00
H 1.3717 0.5331 5.6734 0.0 0.0 0.0 0.00
H -0.7205 1.6130 6.5383 0.0 0.0 0.0 0.00
H -2.4171 2.3989 4.8576 0.0 0.0 0.0 0.00
F 1.2813 2.2703 0.6342 0.2 -0.2 0.0 0.00
Sb 2.7578 3.4906 0.9543 -0.1 0.1 0.1 0.00
F 1.9412 4.6082 -0.3226 -0.1 0.1 0.0 0.00
F 3.6909 2.5576 -0.3881 0.1 0.0 -0.1 0.00
F 4.0657 4.8026 1.2486 0.1 0.0 -0.1 0.00
F 3.6149 2.3742 2.2287 -0.2 -0.2 0.0 0.00
F 1.6724 4.1277 2.3622 -0.1 0.2 0.0 0.00


5.
7
Properties=species:S:1:pos:R:3:forces:R:3:nbo_charge:R:1 method="wB97M-V/def2-TZVPD" e_tot_ha=-492.19445 lumo_energy_ha=0.00143 max_force_ev_per_a=3.53 de_lowest_kj_mol=9.8 orbital_gap_ev=9.728 smiles=N[C@H](F)I
C 0.5249 0.1968 0.0887 -3.3 -0.5 -1.1 0.34
N -0.9366 0.1515 0.3737 2.8 -1.8 0.7 -0.86
F 0.7234 1.2134 -0.7712 0.5 0.0 0.2 -0.34
I 1.3343 -1.7262 -0.8715 -0.4 1.1 0.6 -0.07
H 0.9552 0.3347 1.0317 1.7 0.1 0.9 0.17
H -1.4258 0.6752 -0.3000 -0.8 0.2 -1.2 0.38
H -1.1754 -0.8455 0.4487 -0.5 0.9 -0.2 0.38


6.
12
Properties=species:S:1:pos:R:3:forces:R:3:nbo_charge:R:1 method="wB97M-V/def2-TZVPD" e_tot_ha=-952.32118 lumo_energy_ha=-0.01385 max_force_ev_per_a=3.06 de_lowest_kj_mol=126.6 orbital_gap_ev=8.338 smiles="S=CC[C@H]1CS1"
C 1.5530 -0.0900 0.6592 1.4 1.2 -1.2 -0.25
C 0.2981 -0.7618 0.1459 -1.2 1.2 1.8 -0.49
C -1.0716 -0.0931 0.7126 2.5 -1.8 0.2 -0.31
C -1.4569 1.1670 0.0904 -0.5 -0.9 -0.5 -0.47
H 1.6944 0.3764 1.6802 -0.7 -1.0 -1.0 0.22
H 0.3927 -1.7847 0.5207 -0.5 -0.2 -0.3 0.24
H 0.2459 -0.7296 -0.9454 0.2 -0.2 0.2 0.24
H -1.2404 -0.3222 1.7842 -0.1 0.5 -0.8 0.24
H -1.9815 1.9263 0.5800 -0.6 0.9 1.0 0.23
H -0.9253 1.4861 -0.7581 1.1 0.5 -0.7 0.22
S 2.8201 0.1332 -0.3778 -0.9 -0.2 1.1 0.03
S -2.4527 -0.2760 -0.4041 -0.6 -0.2 0.1 0.10